This record from the OMol25 dataset describes C38H40N4OsPSi as an isolated structure at a distorted geometry. The level of theory is wB97M-V/def2-TZVPD.

XYZ file:
```
85
Properties=species:S:1:pos:R:3
Os -0.954 0.040 -0.032
N -2.940 -0.873 -0.444
C -3.617 -1.470 0.701
C -4.916 -1.162 0.974
C -5.580 -1.786 2.053
C -4.935 -2.705 2.824
C -3.577 -3.021 2.574
C -2.841 -3.962 3.327
C -1.529 -4.185 3.021
C -0.935 -3.433 1.993
N -1.574 -2.541 1.275
C -2.897 -2.366 1.523
H -3.623 -0.376 -1.010
H -2.499 -1.593 -1.022
H -5.465 -0.475 0.339
H -6.616 -1.545 2.245
H -5.451 -3.199 3.637
H -3.322 -4.498 4.136
H -0.940 -4.911 3.563
H 0.113 -3.583 1.762
N -2.073 1.716 -0.865
C -1.630 2.424 -2.072
C -2.323 3.531 -2.533
C -1.889 4.142 -3.699
C -0.781 3.655 -4.388
C -0.087 2.560 -3.908
C -0.520 1.942 -2.733
P 0.384 0.654 -1.894
C 1.980 1.349 -1.476
C 2.042 2.266 -0.426
C 3.226 2.926 -0.151
C 4.353 2.670 -0.925
C 4.293 1.762 -1.973
C 3.109 1.100 -2.257
C 0.550 -0.802 -2.904
C 1.504 -1.780 -2.586
C 1.647 -2.884 -3.405
C 0.838 -3.027 -4.528
C -0.126 -2.074 -4.833
C -0.285 -0.967 -4.018
H -3.035 1.427 -1.025
H -2.134 2.413 -0.119
H -3.190 3.909 -2.004
H -2.419 5.005 -4.077
H -0.454 4.142 -5.296
H 0.793 2.200 -4.426
H 1.160 2.477 0.168
H 3.272 3.646 0.655
H 5.280 3.187 -0.714
H 5.168 1.576 -2.581
H 3.070 0.408 -3.088
H 2.155 -1.659 -1.729
H 2.395 -3.632 -3.179
H 0.962 -3.888 -5.171
H -0.748 -2.192 -5.709
H -1.038 -0.227 -4.257
C -0.903 3.912 1.584
Si -0.732 2.357 2.627
C 1.027 1.843 3.003
C -1.735 2.502 4.193
C -1.633 0.953 1.650
H -0.460 4.756 2.116
H -1.958 4.169 1.448
H -0.424 3.884 0.602
H 1.547 2.651 3.520
H 1.621 1.579 2.128
H 1.019 0.985 3.679
H -1.354 3.325 4.802
H -1.676 1.597 4.799
H -2.786 2.712 3.992
H -1.655 0.035 2.261
H -2.656 1.310 1.488
N 0.722 -0.901 0.666
C 1.736 -1.414 0.870
C 3.001 -1.983 1.114
C 4.035 -1.132 1.536
C 5.283 -1.676 1.768
C 5.493 -3.039 1.585
C 4.465 -3.875 1.163
C 3.208 -3.357 0.922
H 3.851 -0.075 1.675
H 6.093 -1.042 2.100
H 6.473 -3.456 1.774
H 4.647 -4.932 1.029
H 2.401 -3.997 0.590
```

As for the gap between HOMO and LUMO: 6.35 eV. The relative energy (zero: lowest compared OMol25 entry of this formula, charge and spin) is 2.540 eV. The value obtained for the total energy is -2411.6875 Eh. The LUMO energy comes out at -10.1 eV. The charge is +3.